Record 1
{"formula": "C13H29F2N2O5PS2", "method": "ωB97M-V/def2-TZVPD", "elements": ["C", "C", "S", "C", "C", "F", "O", "C", "C", "C", "C", "C", "C", "C", "S", "O", "O", "O", "C", "F", "N", "C", "P", "N", "O", "H", "H", "H", "H", "H", "H", "H", "H", "H", "H", "H", "H", "H", "H", "H", "H", "H", "H", "H", "H", "H", "H", "H", "H", "H", "H", "H", "H", "H"], "positions_angstrom": [[3.46183, -1.88825, 1.36939], [3.53990, -1.09643, 0.06057], [2.04086, -1.24336, -0.95569], [1.62840, 0.47253, -1.35208], [0.29914, 1.02000, -0.79698], [-0.10582, 0.25038, 0.31435], [-0.72479, 1.03169, -1.71874], [-1.08639, -0.24751, -2.28343], [-0.80568, -0.25101, -3.78673], [-0.35969, -1.61577, -4.29591], [-2.54757, -0.55964, -1.98015], [-2.96723, -0.38498, -0.52340], [-2.64583, -1.61097, 0.33323], [-2.51565, -1.22437, 1.80041], [-2.24349, -2.63795, 2.82758], [-0.84897, -2.93391, 2.88660], [-3.18260, -3.67431, 2.51716], [-2.69423, -1.97995, 4.22045], [0.35386, 2.45442, -0.22913], [0.25870, 3.33900, -1.28594], [1.55767, 2.75449, 0.51298], [1.58487, 4.15330, 0.96666], [2.01167, 1.54445, 1.69790], [0.82658, 1.88793, 2.92156], [3.28643, 2.26701, 2.40478], [3.37788, -1.21675, 2.22386], [2.58984, -2.54180, 1.38718], [4.34430, -2.51188, 1.51432], [3.67564, -0.03631, 0.26436], [4.37892, -1.42706, -0.55020], [2.44486, 1.12323, -1.04561], [1.55012, 0.54706, -2.43359], [-0.46978, -1.02172, -1.81283], [-1.70848, 0.06810, -4.31654], [-0.04344, 0.50025, -3.99869], [-0.21667, -1.60820, -5.37639], [-1.10530, -2.38068, -4.06757], [0.57938, -1.92325, -3.83290], [-3.18441, 0.04208, -2.63264], [-2.69599, -1.60633, -2.27000], [-2.45591, 0.48574, -0.11056], [-4.03521, -0.16390, -0.47343], [-3.42755, -2.36404, 0.22974], [-1.70620, -2.06264, 0.00154], [-1.65682, -0.57290, 1.95824], [-3.41671, -0.73374, 2.16678], [-2.87917, -2.69130, 4.85774], [-0.56425, 2.57411, 0.36745], [1.00816, 4.32750, 1.88075], [1.18720, 4.78403, 0.17812], [2.62105, 4.44029, 1.13228], [0.77722, 1.12131, 3.58742], [-0.11051, 2.02688, 2.55734], [3.01982, 2.99508, 2.98842]], "atomic_forces_ev_per_a": [[-0.070, -0.064, -0.004], [0.195, 0.005, 0.020], [-0.115, -0.085, -0.039], [-0.093, 0.059, -0.193], [-0.154, -0.137, -0.021], [0.013, 0.033, -0.022], [-0.099, -0.059, 0.252], [0.263, -0.185, 0.094], [-0.042, 0.073, -0.053], [-0.075, -0.080, 0.020], [-0.111, -0.059, -0.031], [0.118, 0.020, 0.068], [0.145, -0.028, 0.020], [-0.040, 0.111, 0.001], [-0.239, 0.104, 0.006], [0.121, -0.106, -0.017], [0.049, -0.048, 0.022], [0.045, -0.112, 0.155], [0.304, 0.028, -0.087], [0.126, -0.009, 0.014], [-0.479, -0.234, 0.375], [0.048, -0.037, -0.051], [-0.123, 0.175, -0.067], [0.081, -0.106, -0.004], [-0.001, 0.195, 0.101], [-0.040, 0.008, -0.015], [0.008, -0.015, -0.005], [0.025, 0.054, -0.021], [0.068, -0.052, -0.038], [-0.014, -0.025, 0.008], [-0.016, -0.045, 0.007], [0.067, 0.081, -0.060], [0.016, 0.082, 0.045], [0.062, 0.039, -0.007], [0.018, -0.025, 0.004], [-0.006, 0.013, 0.002], [0.010, -0.017, -0.020], [0.020, 0.019, 0.026], [0.056, 0.087, 0.027], [-0.129, 0.066, -0.105], [-0.045, 0.039, -0.058], [-0.025, -0.076, 0.023], [0.028, -0.045, -0.058], [-0.008, 0.017, 0.022], [-0.023, 0.028, 0.016], [-0.048, -0.041, 0.012], [0.029, 0.119, -0.149], [-0.019, 0.158, -0.125], [-0.022, -0.042, 0.003], [0.033, 0.053, -0.022], [-0.010, 0.041, 0.045], [-0.003, 0.092, -0.012], [0.069, 0.016, -0.027], [0.031, -0.082, -0.076]], "lowdin_charge": [-0.16, -0.55, 0.89, -0.37, -0.50, -0.04, -0.02, -0.32, -0.19, -0.09, -0.13, -0.19, -0.21, -0.24, 0.59, -0.27, -0.28, -0.17, -0.32, 0.04, -0.26, -0.11, 0.86, -0.14, -0.28, 0.05, 0.06, 0.07, 0.02, 0.06, 0.07, 0.08, 0.11, 0.11, 0.11, 0.07, 0.08, 0.06, 0.12, 0.13, 0.10, 0.12, 0.12, 0.12, 0.09, 0.12, 0.10, 0.16, 0.08, 0.08, 0.08, 0.03, 0.03, 0.05], "homo_ev": -8.5, "relative_energy_kcal_mol": 0.0, "orbital_gap_ev": 9.0, "smiles": "CCSC[C@](F)(O[C@H](CC)CCCCS(=O)(=O)O)[C@H](F)N(C)P(N)O", "e_lumo_ev": 0.4}

---

Record 2
{"formula": "C47H59ErN2P3S", "method": "ωB97M-V/def2-TZVPD", "elements": ["Er", "N", "P", "C", "C", "C", "C", "C", "C", "C", "C", "C", "C", "C", "C", "P", "C", "C", "C", "C", "C", "C", "C", "C", "C", "C", "C", "C", "H", "H", "H", "H", "H", "H", "H", "H", "H", "H", "H", "H", "H", "H", "H", "H", "H", "H", "H", "H", "H", "S", "C", "N", "C", "C", "C", "C", "H", "H", "H", "H", "H", "C", "C", "C", "C", "C", "C", "P", "C", "C", "C", "C", "C", "C", "C", "C", "C", "C", "C", "C", "H", "H", "H", "H", "H", "H", "H", "H", "H", "H", "H", "H", "H", "H", "H", "H", "H", "H", "H", "H", "H", "H", "H", "H", "H", "H", "H", "H", "H", "H", "H", "H", "H"], "positions_angstrom": [[-0.81371, -0.08228, 0.05426], [-3.62732, -0.06212, -1.54109], [-3.14691, -1.45411, -0.64558], [-4.50254, -2.61229, -0.77961], [-5.22316, -2.95319, 0.36525], [-6.33647, -3.77312, 0.24498], [-6.71677, -4.23976, -1.00605], [-5.98671, -3.90497, -2.14363], [-4.87353, -3.09067, -2.03920], [-1.78042, -2.11422, -1.68458], [-1.21867, -1.41628, -2.76172], [-0.21448, -2.01174, -3.52133], [0.24362, -3.27993, -3.20046], [-0.27934, -3.95972, -2.10344], [-1.27405, -3.37561, -1.33670], [-2.80277, 1.39285, -1.20111], [-3.64005, 2.68755, -2.09804], [-4.95745, 3.00370, -1.75967], [-5.62005, 3.98110, -2.47948], [-4.96930, 4.64506, -3.51672], [-3.65581, 4.33581, -3.84249], [-2.98288, 3.35191, -3.13267], [-3.06103, 1.68449, 0.59313], [-4.00135, 1.04382, 1.40092], [-4.09293, 1.36597, 2.74555], [-3.24356, 2.31952, 3.29757], [-2.30661, 2.96836, 2.50452], [-2.20940, 2.64617, 1.15720], [-4.59233, -0.01827, -1.85362], [-4.91140, -2.59151, 1.33855], [-6.90266, -4.04884, 1.12512], [-7.58803, -4.87544, -1.09801], [-6.28503, -4.28802, -3.11158], [-4.29450, -2.83851, -2.92029], [-1.64070, -0.47248, -3.08348], [0.18543, -1.49210, -4.38340], [1.00828, -3.74639, -3.81034], [0.07112, -4.95567, -1.86416], [-1.70859, -3.92239, -0.50497], [-5.45884, 2.50387, -0.93767], [-6.64195, 4.23540, -2.22908], [-5.49327, 5.41339, -4.07054], [-3.15765, 4.85825, -4.64897], [-1.95937, 3.10092, -3.38609], [-4.68275, 0.31518, 0.97770], [-4.83900, 0.88408, 3.36465], [-3.33190, 2.57408, 4.34677], [-1.68143, 3.74811, 2.92314], [-1.54908, 3.21704, 0.51106], [-0.91326, -0.73430, 2.69812], [0.14651, -0.19447, 3.95787], [0.62945, -1.14564, 4.78988], [1.41111, -0.89500, 5.86328], [1.76545, 0.39039, 6.15914], [1.28138, 1.41236, 5.33903], [0.47687, 1.12366, 4.25248], [0.35566, -2.10278, 4.59717], [1.72193, -1.75022, 6.44724], [2.38734, 0.59708, 7.01731], [1.53004, 2.44283, 5.56730], [0.06183, 1.90482, 3.63299], [4.23124, 0.35624, -3.92290], [4.14458, -1.08240, -3.38781], [3.08658, -1.22006, -2.27568], [2.98340, 0.09820, -1.49991], [2.36535, 1.17243, -2.42272], [2.86322, 1.03131, -3.87763], [2.01316, -0.05161, 0.04619], [2.62637, -1.45659, 1.06162], [4.15702, -1.68346, 1.03093], [4.49938, -3.14791, 1.34714], [3.56142, -3.68627, 2.42599], [2.11912, -3.78258, 1.88642], [1.85610, -2.75296, 0.77755], [2.34252, 1.44324, 1.07134], [1.30601, 2.51759, 0.71463], [1.55589, 3.80784, 1.49296], [2.95691, 4.38823, 1.17620], [3.86122, 3.39215, 0.44384], [3.79056, 2.00011, 1.07148], [4.61635, 0.35261, -4.94126], [4.94081, 0.94168, -3.33111], [5.11970, -1.39371, -3.00833], [3.89504, -1.76681, -4.20096], [3.33570, -2.06313, -1.63180], [2.10548, -1.43007, -2.70937], [3.98772, 0.40338, -1.20032], [2.60141, 2.16921, -2.04817], [1.27077, 1.07805, -2.40698], [2.90793, 2.01517, -4.34314], [2.15208, 0.44072, -4.46396], [2.34601, -1.14641, 2.07581], [4.62135, -1.03594, 1.77859], [4.58920, -1.40698, 0.06776], [5.54035, -3.21700, 1.66097], [4.40471, -3.76291, 0.44683], [3.60185, -3.01665, 3.29277], [3.89281, -4.66366, 2.77442], [1.40137, -3.63230, 2.69925], [1.93512, -4.78419, 1.49484], [0.77975, -2.55990, 0.71683], [2.14936, -3.15759, -0.19237], [2.10462, 1.09863, 2.07955], [0.29945, 2.13853, 0.96655], [1.31692, 2.72992, -0.35945], [1.48022, 3.58942, 2.56302], [0.77784, 4.53972, 1.26787], [3.43820, 4.68168, 2.11053], [2.86285, 5.29653, 0.58274], [4.89040, 3.74935, 0.46753], [3.58540, 3.33782, -0.61294], [4.14213, 2.05901, 2.10509], [4.48008, 1.32661, 0.56313]], "atomic_forces_ev_per_a": [[0.204, -0.020, 0.844], [-0.340, 0.023, 0.143], [0.204, 0.153, -0.473], [0.081, 0.160, 0.157], [-0.024, -0.037, -0.016], [0.038, 0.013, 0.018], [0.007, 0.010, 0.009], [-0.017, -0.044, -0.058], [-0.020, -0.050, 0.031], [-0.073, 0.097, 0.099], [-0.037, -0.110, -0.091], [0.025, 0.042, 0.011], [0.012, -0.036, -0.007], [-0.001, 0.016, 0.009], [0.056, -0.014, 0.029], [-0.210, -0.255, 0.207], [0.193, -0.065, -0.018], [-0.039, 0.060, -0.015], [-0.040, 0.044, -0.015], [-0.010, -0.024, 0.030], [0.015, -0.007, 0.006], [-0.028, -0.014, -0.050], [0.111, 0.096, -0.169], [-0.040, 0.014, 0.064], [-0.002, -0.016, 0.017], [0.000, 0.002, 0.020], [-0.007, -0.007, -0.015], [-0.166, 0.039, -0.007], [-0.003, -0.031, -0.087], [-0.025, 0.010, -0.017], [0.013, 0.008, -0.033], [0.026, 0.005, -0.002], [0.003, 0.023, 0.046], [-0.024, 0.005, 0.000], [-0.043, 0.049, 0.001], [-0.012, -0.004, 0.018], [-0.041, 0.005, 0.026], [0.000, 0.019, -0.003], [0.024, 0.001, -0.012], [0.015, 0.010, -0.010], [0.034, -0.003, -0.015], [0.013, -0.020, 0.010], [-0.018, -0.017, 0.033], [-0.019, 0.008, 0.004], [-0.006, -0.010, -0.015], [0.029, 0.011, -0.012], [-0.009, -0.007, -0.038], [-0.011, -0.007, -0.015], [0.085, 0.000, 0.010], [-0.212, -0.055, -0.521], [0.073, 0.023, -0.062], [0.051, -0.033, 0.060], [-0.013, -0.079, -0.025], [0.002, 0.105, 0.000], [0.013, 0.035, 0.015], [0.008, 0.081, -0.002], [0.027, -0.030, -0.017], [-0.045, -0.013, -0.032], [0.000, -0.006, -0.005], [-0.023, -0.050, -0.024], [0.038, 0.025, -0.018], [-0.055, -0.033, 0.029], [-0.015, 0.068, 0.009], [0.025, 0.061, -0.079], [-0.172, -0.057, -0.039], [0.126, -0.029, -0.070], [0.035, -0.035, 0.047], [0.248, -0.159, -0.040], [0.001, -0.044, -0.091], [0.013, -0.066, 0.066], [-0.076, 0.018, 0.052], [-0.015, 0.005, -0.095], [0.094, 0.017, 0.016], [0.164, -0.018, 0.036], [0.024, 0.068, -0.135], [0.162, 0.053, -0.010], [0.030, -0.006, -0.011], [-0.001, -0.051, 0.020], [-0.047, -0.009, 0.043], [-0.036, 0.071, 0.015], [0.022, 0.008, 0.005], [-0.002, -0.008, -0.015], [-0.018, -0.005, -0.009], [0.010, -0.007, 0.015], [-0.006, -0.006, 0.011], [0.061, -0.010, 0.055], [0.044, 0.044, -0.017], [0.009, -0.018, -0.002], [-0.084, 0.021, 0.005], [-0.042, -0.003, -0.017], [0.018, 0.005, 0.024], [-0.036, 0.001, 0.039], [0.007, 0.020, -0.027], [-0.027, 0.005, 0.012], [-0.008, -0.006, -0.008], [0.028, 0.018, 0.018], [0.007, -0.019, -0.010], [-0.004, 0.023, 0.019], [-0.005, -0.012, -0.010], [-0.016, 0.008, 0.014], [-0.130, 0.011, -0.028], [-0.004, 0.007, -0.032], [-0.030, -0.031, 0.123], [-0.071, 0.000, 0.045], [-0.058, -0.019, 0.015], [-0.016, -0.022, -0.012], [0.016, 0.006, 0.019], [-0.013, 0.021, -0.016], [-0.011, 0.002, -0.011], [0.000, -0.003, -0.017], [0.019, 0.009, 0.018], [-0.018, 0.011, -0.018], [0.010, -0.035, 0.029]], "lowdin_charge": [0.99, -0.37, 0.91, -0.38, -0.09, -0.05, -0.03, -0.04, -0.07, -0.46, -0.13, -0.06, -0.04, -0.03, -0.09, 0.89, -0.37, -0.08, -0.04, -0.03, -0.05, -0.09, -0.46, -0.11, -0.04, -0.04, -0.06, -0.15, 0.09, 0.11, 0.12, 0.13, 0.12, 0.12, 0.09, 0.12, 0.13, 0.13, 0.13, 0.11, 0.12, 0.13, 0.12, 0.10, 0.10, 0.13, 0.13, 0.12, 0.11, 0.61, -0.67, 0.08, -0.01, 0.00, 0.01, -0.07, 0.15, 0.15, 0.13, 0.14, 0.09, -0.18, -0.16, -0.19, -0.43, -0.20, -0.17, 1.03, -0.43, -0.17, -0.17, -0.18, -0.17, -0.23, -0.42, -0.25, -0.16, -0.16, -0.18, -0.16, 0.12, 0.12, 0.12, 0.12, 0.09, 0.08, 0.11, 0.09, 0.09, 0.12, 0.11, 0.10, 0.12, 0.10, 0.12, 0.12, 0.11, 0.12, 0.10, 0.12, 0.05, 0.10, 0.09, 0.03, 0.11, 0.10, 0.12, 0.12, 0.12, 0.13, 0.10, 0.13, 0.10], "charge": 3, "homo_ev": [-16.2, -16.2], "spin_multiplicity": 4, "orbital_gap_ev": [7.8, 8.0], "e_lumo_ev": [-8.4, -8.2]}

---

Record 3
{"formula": "C2H9OS", "method": "ωB97M-V/def2-TZVPD", "elements": ["O", "H", "H", "H", "C", "S", "C", "H", "H", "H", "H", "H", "H"], "positions_angstrom": [[-1.60569, 0.74816, 1.39193], [-1.34767, 1.59440, 1.77419], [-2.56648, 0.70326, 1.52466], [-0.80785, -0.99117, 0.13462], [-0.30565, 0.48788, -1.54168], [0.37161, -0.82919, -0.48736], [1.49173, -0.08326, 0.70538], [-1.25263, 0.83161, -1.16061], [0.41223, 1.31128, -1.51834], [-0.33356, 0.12626, -2.55155], [0.98125, 0.51609, 1.45521], [2.14385, 0.51521, 0.07338], [2.00712, -0.92118, 1.16226]], "atomic_forces_ev_per_a": [[-0.342, 0.015, -0.060], [-0.085, 0.008, 0.049], [0.334, 0.003, 0.034], [0.325, -0.107, 0.660], [1.064, 0.631, 0.294], [-0.595, -0.254, -0.772], [-0.582, 0.123, -0.015], [-0.217, -0.065, 0.103], [-0.095, -0.031, 0.030], [-0.219, -0.336, -0.366], [-0.053, -0.014, -0.168], [0.255, -0.014, 0.200], [0.209, 0.042, 0.011]], "lowdin_charge": [-0.07, 0.06, 0.08, 0.00, -0.25, 1.07, -0.25, 0.05, 0.07, 0.05, 0.06, 0.07, 0.06], "charge": 1, "homo_ev": -16.2, "relative_energy_kcal_mol": 5.1, "orbital_gap_ev": 12.8, "e_lumo_ev": -3.4}